(1)
Entry from the Open Molecules 2025 dataset: a 8-piece molecular cluster, BH18O7 overall at a distorted geometry (ωB97M-V/def2-TZVPD).

Each line ends with the natural charge from an NBO analysis.
Cartesian coordinates (Å):
B  -0.0468  -0.1340  1.1481  -0.716
H  1.1452  -0.4850  1.0271  -0.093
H  -0.0468  0.9410  1.8491  -0.051
H  -0.4428  0.0600  0.0281  -0.078
H  -0.6998  -1.0140  1.7551  -0.056
O  -3.9088  -0.8540  -0.1869  -0.952
H  -4.7478  -0.5090  0.0801  0.461
H  -3.2068  -0.2510  0.0781  0.491
O  2.0082  0.6560  -1.7129  -0.947
H  1.5182  0.3150  -2.4819  0.465
H  1.6232  0.1420  -1.0249  0.496
O  -1.4278  -3.5990  0.3401  -0.959
H  -0.5528  -3.7360  0.1181  0.470
H  -1.4748  -2.9010  0.9771  0.486
O  -1.9378  2.5090  -0.8149  -0.953
H  -1.2348  2.0010  -0.4379  0.500
H  -2.3978  1.9280  -1.3609  0.447
O  0.7702  2.8100  -0.4119  -0.983
H  0.7542  2.4730  0.4851  0.480
H  1.3012  2.2170  -0.9479  0.491
O  3.6242  1.6730  1.4841  -0.947
H  2.8572  1.2170  1.8031  0.485
H  4.2842  0.9930  1.3081  0.462
O  0.9172  -2.4400  -1.1489  -0.977
H  0.2812  -1.9680  -1.6579  0.476
H  1.0422  -2.0430  -0.2939  0.501

The energy above the lowest of the compared OMol25 structures with the same formula, charge and spin comes out at 14.0 kcal per mole. The total charge is -1. The spin multiplicity is 1. The calculation puts the LUMO energy at 3.1 eV. Its frontier orbital gap is 9.5 eV.


(2)
Entry from the Open Molecules 2025 dataset: a 8-piece molecular cluster, BH18O7 overall at a distorted geometry (ωB97M-V/def2-TZVPD).

Each line ends with the natural charge from an NBO analysis.
Cartesian coordinates (Å):
B  -10.5867  -21.5748  2.6586  -0.751
H  -10.9876  -21.5171  3.7880  -0.056
H  -11.5229  -21.5105  1.8597  -0.092
H  -9.8051  -20.6579  2.4833  -0.054
H  -10.0100  -22.6136  2.5039  -0.035
O  -12.7873  -19.8620  5.0423  -0.962
H  -12.3930  -20.7266  4.8373  0.498
H  -13.3368  -19.5760  4.3146  0.465
O  -12.5331  -19.5491  0.0843  -0.945
H  -12.5932  -19.9786  -0.7448  0.454
H  -12.5069  -20.3011  0.6938  0.486
O  -8.6589  -20.5379  5.1470  -0.958
H  -7.8467  -21.0629  4.9999  0.450
H  -9.2088  -20.7154  4.3762  0.505
O  -9.3401  -21.2706  -0.5223  -0.970
H  -8.5708  -21.4386  0.0091  0.464
H  -10.0941  -21.3751  0.1290  0.507
O  -6.9241  -19.5060  2.8882  -0.908
H  -6.9961  -20.2533  2.3189  0.459
H  -5.9699  -19.2805  2.7795  0.450
O  -9.4498  -18.2120  0.6886  -0.949
H  -9.6822  -19.1659  0.6558  0.490
H  -8.5074  -18.2893  0.5499  0.461
O  -11.0761  -18.2113  3.2277  -0.959
H  -10.7467  -18.3144  2.3299  0.483
H  -11.5738  -18.9800  3.4157  0.468

The energy above the lowest of the compared OMol25 structures with the same formula, charge and spin comes out at 20.5 kcal per mole. The total charge is -1. The spin multiplicity is 1. The calculation puts the LUMO energy at 2.8 eV. Its frontier orbital gap is 9.1 eV.


(3)
Entry from the Open Molecules 2025 dataset: a 10-piece molecular cluster, BH22O9 overall (ωB97M-V/def2-TZVPD).

Each line ends with the natural charge from an NBO analysis.
Cartesian coordinates (Å):
B  16.1176  0.4177  -5.2644  -0.721
H  15.3986  1.3655  -5.3975  -0.032
H  15.9324  -0.1951  -4.2710  -0.094
H  15.9372  -0.2955  -6.2010  -0.055
H  17.2181  0.8837  -5.3014  -0.031
O  18.6844  -1.1622  -6.0389  -0.969
H  19.2831  -0.7827  -6.6867  0.455
H  17.9452  -0.5299  -5.9927  0.501
O  14.6655  3.5352  -7.6540  -0.971
H  15.5336  3.1806  -7.4447  0.459
H  14.1207  3.2770  -6.8929  0.495
O  12.9788  -0.3116  -3.1583  -0.969
H  12.4036  -0.5379  -2.4216  0.472
H  13.7804  -0.8355  -2.9876  0.497
O  17.7864  2.2707  -3.2518  -0.963
H  17.2767  1.6757  -3.8276  0.497
H  18.5155  1.7243  -2.9473  0.458
O  12.8179  2.3858  -5.7704  -0.959
H  12.5712  2.9616  -5.0410  0.474
H  13.4822  1.8011  -5.3839  0.499
O  16.4805  0.4666  -8.5628  -0.957
H  17.0622  1.2261  -8.4787  0.454
H  16.3164  0.1842  -7.6470  0.492
O  15.5947  -1.6942  -2.4508  -0.974
H  15.6834  -1.1549  -3.2620  0.492
H  16.1018  -1.2037  -1.7976  0.469
O  14.2880  2.3220  -3.0956  -0.975
H  15.0519  1.9435  -3.5510  0.489
H  13.8631  1.5613  -2.6779  0.479
O  13.4687  -1.2226  -6.0004  -0.973
H  13.1303  -1.0553  -5.1122  0.475
H  14.3742  -0.8742  -5.9835  0.489

The energy above the lowest of the compared OMol25 structures with the same formula, charge and spin comes out at 2.5 kcal per mole. The total charge is -1. The spin multiplicity is 1. The calculation puts the LUMO energy at 2.7 eV. Its frontier orbital gap is 10.1 eV.


(4)
Entry from the Open Molecules 2025 dataset: a 12-piece molecular cluster, BH26O11 overall at a distorted geometry (ωB97M-V/def2-TZVPD).

Each line ends with the natural charge from an NBO analysis.
Cartesian coordinates (Å):
B  -1.3614  -2.2236  8.0685  -0.929
H  -0.3700  -2.6460  8.1226  0.011
H  -1.3317  -1.1966  8.3981  -0.014
H  -1.6655  -2.2526  7.0337  -0.004
H  -2.0773  -2.7814  8.6521  -0.013
O  -4.7519  -3.3382  10.2448  -0.959
H  -4.2064  -3.1176  9.4899  0.491
H  -4.7591  -4.2952  10.2643  0.464
O  -4.2186  -2.9523  7.4922  -1.002
H  -4.2768  -2.7634  6.5556  0.485
H  -3.2957  -2.8174  7.7073  0.498
O  -2.1307  -4.8652  9.9578  -0.961
H  -1.6890  -4.5870  9.1554  0.476
H  -2.1495  -4.0806  10.5058  0.485
O  -3.6009  -3.5087  4.7004  -0.933
H  -2.8214  -3.0439  4.3960  0.469
H  -3.5378  -4.3738  4.2958  0.468
O  -1.2445  -1.4764  10.9650  -0.967
H  -1.1694  -1.6729  10.0312  0.503
H  -0.3460  -1.3050  11.2471  0.459
O  -2.2873  -0.2100  5.8034  -0.953
H  -2.0258  -0.4093  6.7024  0.499
H  -1.7774  -0.8156  5.2653  0.451
O  -1.8398  1.8839  9.4739  -0.950
H  -1.8204  0.9275  9.5078  0.486
H  -0.9350  2.1359  9.2896  0.463
O  1.9148  -2.9935  6.4617  -0.964
H  1.6107  -3.9010  6.4482  0.487
H  2.5027  -2.9485  7.2158  0.474
O  -0.4006  -4.8129  6.9302  -1.008
H  -0.6332  -3.9441  7.2578  0.526
H  -0.6778  -4.8061  6.0141  0.469
O  0.9322  -5.2526  9.3888  -0.942
H  1.7417  -5.7208  9.1846  0.450
H  0.3290  -5.4988  8.6875  0.488
O  1.1263  -0.5372  7.6095  -0.973
H  1.6065  -0.8817  6.8564  0.469
H  0.2495  -0.9123  7.5270  0.499

The energy above the lowest of the compared OMol25 structures with the same formula, charge and spin comes out at 46.6 kcal per mole. The total charge is -1. The spin multiplicity is 1. The calculation puts the LUMO energy at 2.3 eV. Its frontier orbital gap is 9.5 eV.


(5)
Entry from the Open Molecules 2025 dataset: a 12-piece molecular cluster, BH26O11 overall at a distorted geometry (ωB97M-V/def2-TZVPD).

Each line ends with the natural charge from an NBO analysis.
Cartesian coordinates (Å):
B  14.6820  -12.2690  2.0240  -0.747
H  15.4550  -11.4800  2.6250  -0.079
H  15.1300  -12.4520  0.9640  -0.055
H  14.6730  -13.3150  2.6840  -0.063
H  13.5600  -11.8240  1.9200  -0.038
O  13.9450  -9.2400  1.0730  -0.994
H  13.7750  -10.0770  1.5810  0.494
H  14.9090  -9.2370  0.9170  0.484
O  12.8970  -14.4950  0.4770  -0.982
H  13.5740  -14.1790  1.1300  0.527
H  12.2190  -14.9560  0.9110  0.483
O  12.8210  -13.9690  5.2050  -0.933
H  12.1490  -13.3500  5.3070  0.473
H  13.3360  -13.5870  4.5460  0.481
O  15.2860  -9.0070  4.0900  -0.953
H  15.8650  -9.4550  4.6680  0.464
H  15.0390  -9.6030  3.3860  0.487
O  10.8470  -12.7380  0.0190  -0.960
H  11.0810  -11.8800  0.3870  0.485
H  11.6720  -13.2070  0.1530  0.483
O  16.4850  -9.7230  0.6600  -0.955
H  16.2710  -10.4030  1.2790  0.508
H  17.2260  -9.2630  1.0080  0.475
O  13.1520  -10.8050  -0.9880  -0.998
H  13.5620  -10.3000  -0.3160  0.471
H  13.6550  -11.6540  -1.0250  0.475
O  10.3720  -12.4440  2.6320  -0.969
H  10.7860  -12.8470  1.8420  0.479
H  9.4850  -12.8480  2.6330  0.457
O  13.7410  -13.2440  -1.8630  -0.952
H  13.8600  -13.7370  -1.0290  0.484
H  14.6300  -13.0770  -2.1850  0.482
O  16.0270  -11.8180  -2.2420  -0.959
H  16.0740  -11.9600  -1.2770  0.488
H  16.6370  -11.1080  -2.3960  0.479
O  14.7750  -12.1420  5.4430  -0.981
H  14.1030  -12.7620  5.7450  0.474
H  15.2130  -12.4880  4.6640  0.486

The energy above the lowest of the compared OMol25 structures with the same formula, charge and spin comes out at 21.5 kcal per mole. The total charge is -1. The spin multiplicity is 1. The calculation puts the LUMO energy at 2.7 eV. Its frontier orbital gap is 9.4 eV.


(6)
Entry from the Open Molecules 2025 dataset: one molecule with the formula BH3O at a distorted geometry (ωB97M-V/def2-TZVPD).

Each line ends with the natural charge from an NBO analysis.
Cartesian coordinates (Å):
B  0.1529  -0.3638  0.0454  0.624
O  -1.1214  -0.0318  -0.0598  -0.888
H  0.9630  0.4121  0.0388  -0.131
H  0.2687  -1.5663  0.0942  -0.117
H  -1.5444  0.8761  0.2544  0.512

The energy above the lowest of the compared OMol25 structures with the same formula, charge and spin comes out at 4.1 kcal per mole. The spin multiplicity is 1. The calculation puts the LUMO energy at 0.6 eV. Its SMILES is BO. Its frontier orbital gap is 11.4 eV.


(7)
Entry from the Open Molecules 2025 dataset: a 2-piece molecular cluster, BH3O overall at a distorted geometry (ωB97M-V/def2-TZVPD).

Each line ends with the natural charge from an NBO analysis.
Cartesian coordinates (Å):
H  -1.0679  -2.4643  0.5084  -0.019
H  -1.0002  -2.0199  -0.0133  0.018
B  0.6813  1.4641  -0.0512  0.887
O  0.1049  0.3629  -0.2457  -0.842
H  1.2819  2.6571  -0.1983  -0.044

The energy above the lowest of the compared OMol25 structures with the same formula, charge and spin comes out at 22.4 kcal per mole. The spin multiplicity is 1. The calculation puts the LUMO energy at 0.6 eV. Its SMILES is [H][H].B=O. Its frontier orbital gap is 13.2 eV.


(8)
Entry from the Open Molecules 2025 dataset: one molecule with the formula BH3OS at a distorted geometry (ωB97M-V/def2-TZVPD).

Each line ends with the natural charge from an NBO analysis.
Cartesian coordinates (Å):
O  -0.7687  -1.1478  -0.1215  -0.891
B  -0.2346  0.0332  0.0308  0.543
S  1.5677  0.0420  0.0018  -0.241
H  -1.6700  -1.3667  -0.5776  0.527
H  -0.6733  1.1655  0.0336  -0.090
H  1.7790  1.2737  0.6329  0.153

The energy above the lowest of the compared OMol25 structures with the same formula, charge and spin comes out at 4.6 kcal per mole. The spin multiplicity is 1. The calculation puts the LUMO energy at 0.4 eV. Its SMILES is OBS. Its frontier orbital gap is 10.0 eV.


(9)
Entry from the Open Molecules 2025 dataset: a 2-piece molecular cluster, BH4NO overall at a distorted geometry (ωB97M-V/def2-TZVPD).

Each line ends with the natural charge from an NBO analysis.
Cartesian coordinates (Å):
B  -0.0680  0.1162  0.2471  0.855
N  -0.8201  -0.3341  -0.8089  -1.130
O  -0.2778  0.3628  1.4860  -0.923
H  3.0316  -0.7908  -0.4965  -0.148
H  -0.3706  -0.4044  -1.6727  0.417
H  -1.7642  -0.0154  -0.7103  0.391
H  0.2691  1.0657  1.9553  0.538

The energy above the lowest of the compared OMol25 structures with the same formula, charge and spin comes out at 114.2 kcal per mole. The spin multiplicity is 1. The calculation puts the LUMO energy (spin up / spin down) at -0.1 / 0.0 eV. Its frontier orbital gap (spin up / spin down) is 6.4 / 9.9 eV.


(10)
Entry from the Open Molecules 2025 dataset: a 2-piece molecular cluster, BH4NS overall at a distorted geometry (ωB97M-V/def2-TZVPD).

Each line ends with the natural charge from an NBO analysis.
Cartesian coordinates (Å):
B  -0.0623  -0.2096  -0.1549  0.534
N  0.7916  0.8997  -0.0991  -1.098
S  -1.7448  -0.0447  0.0262  -0.178
H  0.9826  -2.0321  -0.0829  -0.205
H  1.7144  0.8120  0.1288  0.402
H  0.4372  1.8110  0.2271  0.396
H  -2.1186  -1.2363  -0.0452  0.149

The energy above the lowest of the compared OMol25 structures with the same formula, charge and spin comes out at 71.0 kcal per mole. The spin multiplicity is 1. The calculation puts the LUMO energy at 0.5 eV. Its frontier orbital gap is 9.6 eV.